Run a
{"formula": "C4H10N2", "method": "ωB97M-V/def2-TZVPD", "elements": ["C", "C", "C", "C", "N", "N", "H", "H", "H", "H", "H", "H", "H", "H", "H", "H"], "coordinates": [[0.08, 0.74, -0.36], [0.03, -0.76, -0.37], [1.25, 1.55, 0.14], [1.14, -1.67, 0.10], [-0.65, 0.01, 0.62], [-3.06, 0.16, -0.14], [-0.48, 1.21, -1.16], [-0.58, -1.19, -1.16], [0.97, 2.60, 0.21], [2.09, 1.45, -0.54], [1.55, 1.22, 1.13], [0.71, -2.50, 0.67], [1.84, -1.14, 0.74], [1.67, -2.07, -0.76], [-3.20, 1.00, 0.42], [-3.33, -0.62, 0.45]], "gap_ha": [0.342, 0.342], "homo_ev": [-9.4, -9.4]}


Run b
{"formula": "C4H10N2", "method": "ωB97M-V/def2-TZVPD", "elements": ["C", "C", "C", "C", "H", "H", "H", "H", "H", "H", "H", "H", "H", "H", "N", "N"], "coordinates": [[2.40, -1.17, 0.19], [-0.74, 0.36, -0.32], [-1.56, 0.11, 1.00], [-1.15, 1.35, -1.31], [2.86, -1.33, 1.30], [2.52, -2.13, -0.69], [2.88, 0.05, -0.32], [0.52, -1.23, 1.15], [-2.47, 0.74, 1.08], [-0.97, 0.15, 1.89], [-1.93, -0.95, 0.96], [-0.59, 2.34, -1.24], [-2.20, 1.62, -1.18], [-1.03, 1.04, -2.43], [1.02, -0.90, 0.37], [0.44, -0.05, -0.46]], "gap_ha": 0.322, "homo_ev": -7.8}


Run c
{"formula": "C4H10N2", "method": "ωB97M-V/def2-TZVPD", "elements": ["H", "N", "C", "N", "H", "H", "H", "C", "C", "C", "H", "H", "H", "H", "H", "H"], "coordinates": [[1.12, 0.57, 3.79], [1.86, 0.25, 3.23], [1.50, 0.33, 1.95], [2.28, -0.40, 0.99], [0.55, 0.64, 1.49], [3.02, -0.88, 1.34], [2.31, -0.01, -0.02], [-1.01, 0.78, -2.57], [-2.06, 0.33, -1.85], [-2.53, -1.08, -1.57], [-0.55, 1.74, -2.73], [-0.46, 0.12, -3.15], [-2.65, 1.11, -1.46], [-2.41, -1.76, -2.40], [-1.71, -1.46, -0.96], [-3.57, -1.15, -1.12]], "gap_ha": 0.371, "smiles": "[H]/N=C/N.C=CC", "homo_ev": -9.3}


Run d
{"formula": "C4H10N2", "method": "ωB97M-V/def2-TZVPD", "elements": ["C", "C", "N", "H", "H", "H", "H", "H", "C", "C", "N", "H", "H", "H", "H", "H"], "coordinates": [[-0.99, 4.08, 4.37], [-0.27, 2.99, 3.99], [0.63, 2.95, 2.86], [-0.76, 5.09, 4.02], [-2.03, 3.94, 4.74], [-0.49, 1.96, 4.33], [1.09, 1.99, 2.77], [0.00, 3.22, 1.91], [-0.41, -3.66, -4.48], [0.22, -3.58, -3.24], [1.28, -2.80, -3.10], [-0.06, -3.07, -5.35], [-1.31, -4.26, -4.45], [0.02, -4.12, -2.28], [1.39, -2.13, -3.85], [1.71, -2.62, -2.24]], "gap_ha": 0.317, "smiles": "C=CN.C=CN", "homo_ev": -7.8}


Which is the most stable structure? run c is the most stable.


Run a
{"formula": "C4H10N2", "method": "ωB97M-V/def2-TZVPD", "elements": ["C", "C", "N", "C", "C", "N", "H", "H", "H", "H", "H", "H", "H", "H", "H", "H"], "coordinates": [[-2.15, -0.50, 0.47], [-0.93, -0.18, -0.40], [-0.27, -1.31, -1.06], [0.42, -0.58, 0.02], [1.51, 0.40, -0.41], [1.51, 1.46, 0.65], [-2.07, -1.62, 0.69], [-1.96, 0.09, 1.54], [-3.25, -0.18, -0.03], [-1.02, 0.81, -0.87], [0.08, -1.12, -1.99], [0.58, -1.16, 0.95], [2.48, -0.08, -0.47], [1.25, 0.89, -1.37], [2.34, 2.05, 0.67], [1.49, 1.03, 1.63]], "gap_ha": 0.389, "smiles": "C[C@@H]1N[C@H]1CN", "homo_ev": -9.4}


Run b
{"formula": "C4H10N2", "method": "ωB97M-V/def2-TZVPD", "elements": ["C", "C", "C", "N", "C", "N", "H", "H", "H", "H", "H", "H", "H", "H", "H", "H"], "coordinates": [[0.41, 1.94, 0.23], [0.98, 0.91, -0.42], [0.49, -0.52, -0.45], [1.59, -1.35, 0.03], [-0.84, -0.78, 0.28], [-1.93, -0.17, -0.41], [-0.48, 1.87, 0.84], [0.89, 2.92, 0.17], [1.88, 1.08, -1.00], [0.30, -0.74, -1.53], [1.71, -1.10, 1.01], [1.31, -2.31, 0.02], [-1.02, -1.84, 0.32], [-0.71, -0.39, 1.33], [-1.75, 0.81, -0.48], [-2.82, -0.31, 0.06]], "gap_ha": 0.379, "smiles": "C=C[C@@H](N)CN", "homo_ev": -9.2}


Which is the most stable structure? run b is the most stable.


Run a
{"formula": "C4H10N2", "method": "ωB97M-V/def2-TZVPD", "elements": ["H", "N", "C", "C", "C", "N", "C", "H", "H", "H", "H", "H", "H", "H", "H", "H"], "coordinates": [[-2.48, -0.12, 0.85], [-1.76, 0.63, 0.68], [-0.59, 0.15, 0.45], [0.47, 1.12, 0.09], [0.54, 1.20, -1.44], [-0.25, -1.17, 0.35], [1.14, -1.68, 0.16], [1.47, 0.80, 0.40], [0.24, 2.12, 0.40], [0.37, 0.12, -1.83], [-0.28, 1.86, -1.90], [1.53, 1.67, -1.80], [-0.84, -1.80, 0.87], [2.04, -1.21, 0.89], [1.59, -1.61, -0.96], [0.99, -2.83, 0.35]], "gap_ha": 0.358, "smiles": "[H]/N=C(/CC)NC", "homo_ev": -8.9}


Run b
{"formula": "C4H10N2", "method": "ωB97M-V/def2-TZVPD", "elements": ["C", "C", "C", "C", "N", "N", "H", "H", "H", "H", "H", "H", "H", "H", "H", "H"], "coordinates": [[-1.10, 0.84, -0.25], [-0.24, -0.36, -0.31], [2.20, 0.46, 0.16], [0.99, -0.53, 0.62], [-1.99, 0.24, 0.57], [-3.09, -0.41, 0.09], [-0.50, 1.75, 0.26], [-1.57, 1.13, -1.22], [-0.57, -1.29, -0.86], [2.61, 0.96, 1.05], [1.87, 1.23, -0.64], [3.14, -0.11, -0.32], [0.69, -0.21, 1.61], [1.34, -1.63, 0.76], [-3.87, 0.09, -0.51], [-3.57, -0.86, 0.90]], "gap_ha": [0.302, 0.304], "homo_ev": [-7.3, -7.4]}


Run c
{"formula": "C4H10N2", "method": "ωB97M-V/def2-TZVPD", "elements": ["C", "C", "C", "C", "N", "N", "H", "H", "H", "H", "H", "H", "H", "H", "H", "H"], "coordinates": [[-2.01, -1.09, -0.03], [-0.91, -0.02, -0.33], [-1.32, 1.37, 0.21], [0.35, -0.32, 0.25], [1.42, 0.19, -0.42], [2.66, -0.09, 0.16], [-2.54, -1.08, 1.09], [-2.84, -0.85, -0.77], [-1.47, -2.02, -0.21], [-0.77, 0.08, -1.41], [-1.52, 1.35, 1.31], [-0.51, 2.11, -0.02], [-2.27, 1.80, -0.28], [0.51, -0.82, 1.32], [2.75, -1.00, 0.76], [3.47, 0.06, -0.62]], "gap_ha": 0.344, "smiles": "CC(C)/C=N/N", "homo_ev": -8.2}


Which is the most stable structure? run a is the most stable.


Run a
{"formula": "C4H10N2", "method": "ωB97M-V/def2-TZVPD", "elements": ["C", "C", "C", "C", "N", "N", "H", "H", "H", "H", "H", "H", "H", "H", "H", "H"], "coordinates": [[-0.25, -1.45, 0.20], [-0.68, -0.02, 0.17], [-1.89, 0.44, -0.62], [1.95, 0.86, 0.10], [1.03, -1.36, -0.35], [1.01, 0.02, -0.73], [-0.11, -1.80, 1.25], [-0.86, -2.18, -0.48], [-0.63, 0.55, 1.10], [-2.80, 0.05, -0.10], [-1.96, 0.04, -1.70], [-1.96, 1.60, -0.54], [3.02, 0.77, -0.10], [1.45, 1.92, 0.00], [1.76, 0.47, 1.06], [1.81, -1.71, 0.11]], "gap_ha": 0.307, "homo_ev": -7.3}


Run b
{"formula": "C4H10N2", "method": "ωB97M-V/def2-TZVPD", "elements": ["C", "C", "N", "C", "C", "N", "H", "H", "H", "H", "H", "H", "H", "H", "H", "H"], "coordinates": [[0.00, -0.78, 1.99], [0.22, -0.61, 0.68], [1.42, -0.97, 0.05], [-0.97, -0.40, -0.25], [-0.67, 0.60, -1.36], [-0.16, 1.93, -0.90], [0.58, -1.29, 2.74], [-0.98, -0.47, 2.32], [1.83, -0.27, -0.56], [2.01, -1.39, 0.75], [-1.20, -1.31, -0.80], [-1.84, -0.10, 0.33], [-0.03, 0.22, -2.15], [-1.63, 0.84, -1.84], [-0.29, 1.95, 0.10], [0.80, 2.01, -1.17]], "gap_ha": 0.350, "smiles": "C=C(N)CCN", "homo_ev": -8.5}


Run c
{"formula": "C4H10N2", "method": "ωB97M-V/def2-TZVPD", "elements": ["N", "C", "C", "C", "N", "C", "H", "H", "H", "H", "H", "H", "H", "H", "H", "H"], "coordinates": [[2.26, -0.38, -0.15], [1.12, 0.70, -0.17], [-0.08, 0.28, 0.55], [-1.40, 0.86, -0.02], [-1.94, -0.51, -0.11], [-0.59, -1.08, 0.15], [1.85, -1.27, -0.47], [2.47, -0.62, 0.81], [1.53, 1.63, 0.29], [0.93, 1.03, -1.29], [0.01, 0.56, 1.60], [-1.32, 1.38, -1.00], [-1.93, 1.53, 0.66], [-2.34, -0.94, -1.06], [-0.46, -1.84, 0.97], [-0.11, -1.34, -0.77]], "gap_ha": 0.365, "smiles": "NCC1CNC1", "homo_ev": -8.9}


Which is the most stable structure? run b is the most stable.


Run a
{"formula": "C4H10N2", "method": "ωB97M-V/def2-TZVPD", "elements": ["H", "N", "C", "C", "C", "C", "N", "H", "H", "H", "H", "H", "H", "H", "H", "H"], "coordinates": [[-0.77, 2.40, 0.55], [-1.15, 1.61, 0.02], [-0.36, 0.82, -0.52], [1.21, 0.89, -0.46], [1.69, -0.23, 0.41], [-0.89, -0.99, -0.48], [-2.00, -1.10, 0.41], [1.48, 1.87, -0.06], [1.57, 0.78, -1.48], [1.70, 0.03, 1.47], [2.62, -0.68, 0.07], [0.77, -1.02, 0.35], [-0.34, -1.93, -0.50], [-1.27, -1.03, -1.51], [-1.69, -1.16, 1.38], [-2.59, -0.28, 0.33]], "gap_ha": 0.346, "smiles": "[H]/N=C(\\CC)CN", "homo_ev": -8.5}


Run b
{"formula": "C4H10N2", "method": "ωB97M-V/def2-TZVPD", "elements": ["N", "C", "C", "C", "C", "N", "H", "H", "H", "H", "H", "H", "H", "H", "H", "H"], "coordinates": [[-3.08, 0.72, -0.50], [-1.74, 0.84, 0.00], [-1.01, -0.29, 0.31], [0.50, -0.20, 0.78], [1.47, -0.32, -0.42], [2.80, -0.80, -0.09], [-3.43, 0.56, -1.40], [-3.57, 1.56, -0.12], [-1.24, 1.76, 0.19], [-1.35, -1.26, -0.16], [0.87, -1.01, 1.56], [0.79, 0.69, 1.38], [1.54, 0.74, -0.68], [1.22, -0.92, -1.24], [3.15, -0.34, 0.72], [3.09, -1.72, -0.34]], "gap_ha": 0.345, "smiles": "N/C=C/CCN", "homo_ev": -8.2}


Which is the most stable structure? run b is the most stable.


Run a
{"formula": "C4H7NOS", "method": "ωB97M-V/def2-TZVPD", "elements": ["N", "C", "C", "C", "S", "C", "O", "H", "H", "H", "H", "H", "H", "H"], "coordinates": [[2.52, -0.01, -0.16], [1.57, -0.95, -0.03], [0.21, -0.67, -0.06], [-0.40, 0.62, -0.07], [0.40, 2.10, -0.09], [-1.93, 0.67, -0.01], [-2.62, -0.50, -0.28], [3.46, -0.26, -0.12], [2.28, 0.98, 0.00], [1.97, -1.96, 0.04], [-0.43, -1.50, -0.02], [-2.22, 1.44, -0.74], [-2.10, 1.09, 1.04], [-2.71, -1.05, 0.51]], "gap_ha": 0.302, "smiles": "N/C=C\\C(=S)CO", "homo_ev": -8.3}


Run b
{"formula": "C4H7NOS", "method": "ωB97M-V/def2-TZVPD", "elements": ["C", "C", "C", "C", "N", "O", "S", "H", "H", "H", "H", "H", "H", "H"], "coordinates": [[3.01, 0.12, -0.23], [2.10, -0.86, -0.14], [-2.14, -0.69, 0.70], [-1.12, -1.51, 0.55], [2.23, 1.22, -0.27], [-2.65, 0.18, -0.25], [0.72, 0.34, -0.16], [4.05, 0.13, -0.11], [2.17, -1.94, -0.55], [-2.52, -0.35, 1.70], [2.29, 2.03, 0.28], [-0.57, -1.94, 1.33], [-0.87, -1.69, -0.44], [-2.21, -0.18, -1.12]], "gap_ha": 0.335, "homo_ev": -8.5}


Which is the most stable structure? run a is the most stable.